P:
Here is 6 unconnected molecules or ions with the total composition CH13O5S from the OMol25 dataset. Energies are from wB97M-V/def2-TZVPD.

Properties
Frontier orbital gap: 7.59 eV
HOMO level: -0.1522 hartree
Net charge: -1
LUMO level: 3.5 eV

Last columns: bonded neighbours and bond lengths (Å).
Element x y z (Å)
1 H 0.431 -2.648 0.054  O6 0.972
2 H -1.738 -1.091 -2.283  O8 0.966
3 O 0.443 3.430 -1.518  H9 0.973, H10 0.973
4 H 2.597 0.990 -1.054  O19 0.960
5 H -1.058 -2.413 -2.274  O8 0.969
6 O 0.490 -3.448 -0.496  H1 0.972, H7 0.954
7 H 0.250 -4.248 -0.035  O6 0.954
8 O -1.525 -1.820 -2.881  H2 0.966, H5 0.969
9 H -0.403 3.128 -1.144  O3 0.973
10 H 1.045 2.876 -0.992  O3 0.973
11 H -0.493 -0.941 3.371  C16 1.094
12 H 1.703 0.789 0.178  O19 0.988
13 H 0.880 0.107 3.347  C16 1.085
14 H -1.013 1.081 0.338  O18 0.980
15 H -2.184 1.280 -0.636  O18 0.965
16 C 0.028 -0.204 2.752  H11 1.094, H13 1.085, S17 1.833, H20 1.087
17 S 0.331 -0.680 1.008  C16 1.833
18 O -1.491 1.767 -0.173  H14 0.980, H15 0.965
19 O 2.361 1.407 -0.222  H4 0.960, H12 0.988
20 H -0.654 0.637 2.658  C16 1.087

***

Q:
Here is 6 unconnected molecules or ions with the total composition CH13O5S from the OMol25 dataset. Energies are from wB97M-V/def2-TZVPD.

Properties
Frontier orbital gap: 7.37 eV
HOMO level: -0.1399 hartree
Net charge: -1
LUMO level: 3.6 eV

Last columns: bonded neighbours and bond lengths (Å).
Element x y z (Å)
1 H -0.493 -0.773 -0.248  O10 1.005
2 H 3.229 -0.356 -0.990  O19 0.974
3 H -1.661 -0.600 -1.249  O10 0.960
4 O -2.239 2.092 -0.646  H6 0.961, H11 0.969
5 S 1.275 0.048 0.431  C16 1.827
6 H -2.185 2.088 -1.606  O4 0.961
7 H 4.428 -0.498 -0.151  O19 0.965
8 H 0.547 -1.451 2.214  C16 1.094
9 H -0.575 -0.042 2.083  C16 1.086
10 O -1.322 -1.220 -0.600  H1 1.005, H3 0.960
11 H -1.461 1.600 -0.343  O4 0.969
12 H 1.743 2.839 -0.871  O17 0.967
13 H -2.941 -3.989 -0.535  O20 0.966
14 H 1.022 0.071 2.825  C16 1.096
15 H 1.102 3.070 0.391  O17 0.980
16 C 0.453 -0.381 2.005  S5 1.827, H8 1.094, H9 1.086, H14 1.096
17 O 0.992 3.351 -0.542  H12 0.967, H15 0.980
18 H -2.739 -2.526 -0.365  O20 0.975
19 O 4.184 -0.171 -1.026  H2 0.974, H7 0.965
20 O -3.361 -3.154 -0.778  H13 0.966, H18 0.975

***

Most stable structure: P

***

P:
Here is 4 unconnected molecules or ions with the total composition C3H13O5 from the OMol25 dataset. Energies are from wB97M-V/def2-TZVPD.

Properties
Frontier orbital gap: 8.07 eV
HOMO level: -0.1674 hartree
Net charge: -1
LUMO level: 3.5 eV

Last columns: bonded neighbours and bond lengths (Å).
Element x y z (Å)
1 H 0.797 2.934 0.190  C8 1.080
2 O -0.963 -1.119 1.026  H20 0.965
3 O -1.642 -2.813 -0.886  H14 1.009, H15 0.966
4 H 0.204 -3.187 -1.525  O18 0.974
5 H -1.391 3.081 0.332  C6 1.108
6 C -1.123 2.016 0.191  H5 1.108, C8 1.555, H9 1.109, O10 1.392
7 H 3.111 0.513 0.454  O12 0.967
8 C 0.379 2.022 -0.211  H1 1.080, C6 1.555, H13 1.094, C19 1.503
9 H -1.791 1.702 -0.637  C6 1.109
10 O -1.401 1.386 1.401  C6 1.392, H16 1.009
11 H 0.986 -0.113 0.079  C19 1.089
12 O 2.574 1.183 0.010  H7 0.967, C19 1.477
13 H 0.492 1.951 -1.297  C8 1.094
14 H -1.620 -2.252 -0.047  O3 1.009
15 H -1.506 -2.144 -1.569  O3 0.966
16 H -1.063 0.435 1.372  O10 1.009
17 H 1.343 -2.312 -1.068  O18 0.963
18 O 1.155 -3.222 -1.319  H4 0.974, H17 0.963
19 C 1.178 0.908 0.405  C8 1.503, H11 1.089, O12 1.477, H21 1.077
20 H -0.888 -1.881 1.614  O2 0.965
21 H 1.168 0.911 1.482  C19 1.077

***

Q:
Here is 4 unconnected molecules or ions with the total composition C3H13O5 from the OMol25 dataset. Energies are from wB97M-V/def2-TZVPD.

Properties
Frontier orbital gap: 6.67 eV
HOMO level: -0.1211 hartree
Net charge: -1
LUMO level: 3.4 eV

Last columns: bonded neighbours and bond lengths (Å).
Element x y z (Å)
1 H 0.841 -1.971 -0.059  C9 1.091
2 C 0.028 -0.287 -1.127  O6 1.451, C9 1.510, H13 1.051, H16 1.072
3 O 0.547 2.802 -0.280  H11 0.966, H17 0.921
4 H -3.182 -1.624 0.722  O21 0.969
5 O 1.694 0.140 1.267  C18 1.374
6 O -1.216 -0.977 -1.409  C2 1.451, H7 0.953
7 H -0.963 -1.887 -1.284  O6 0.953
8 H 1.628 -1.612 -1.613  C9 1.092
9 C 1.182 -1.172 -0.718  H1 1.091, C2 1.510, H8 1.092, C18 1.566
10 O -1.349 1.279 2.068  H12 0.992, H14 0.997
11 H -0.246 2.863 0.269  O3 0.966
12 H -0.424 0.925 2.010  O10 0.992
13 H -0.143 0.370 -0.325  C2 1.051
14 H -2.002 0.539 1.928  O10 0.997
15 H 3.084 -0.979 0.236  C18 1.104
16 H 0.238 0.353 -1.962  C2 1.072
17 H 1.029 2.092 0.052  O3 0.921
18 C 2.218 -0.312 0.080  O5 1.374, C9 1.566, H15 1.104, H19 1.112
19 H 2.537 0.558 -0.534  C18 1.112
20 H -2.407 -0.439 -0.021  O21 1.021
21 O -3.094 -0.660 0.701  H4 0.969, H20 1.021

***

R:
Here is 4 unconnected molecules or ions with the total composition C3H13O5 from the OMol25 dataset. Energies are from wB97M-V/def2-TZVPD.

Properties
Frontier orbital gap: 9.35 eV
HOMO level: -0.1980 hartree
Net charge: -1
LUMO level: 4.0 eV

Last columns: bonded neighbours and bond lengths (Å).
Element x y z (Å)
1 H 0.285 -1.243 -2.016  O10 1.067
2 H -1.495 -0.258 1.942  C5 1.094
3 O -0.539 -2.496 0.626  H4 0.965, C9 1.425
4 H -0.418 -2.562 -0.329  O3 0.965
5 C -0.661 -0.117 1.249  H2 1.094, C7 1.529, C9 1.532, H21 1.093
6 O -0.263 2.351 1.489  C7 1.420, H19 0.971
7 C 0.168 1.037 1.812  C5 1.529, O6 1.420, H11 1.103, H12 1.095
8 O -0.494 2.455 -1.376  H15 1.039, H16 0.943
9 C 0.216 -1.351 1.014  O3 1.425, C5 1.532, H13 1.091, H20 1.090
10 O 0.235 -2.304 -1.911  H1 1.067, H14 0.968
11 H 1.248 1.018 1.591  C7 1.103
12 H 0.242 0.964 2.903  C7 1.095
13 H 0.814 -0.990 0.176  C9 1.091
14 H -0.386 -2.499 -2.628  O10 0.968
15 H -0.114 1.541 -1.693  O8 1.039
16 H -0.089 3.020 -2.013  O8 0.943
17 O 0.506 0.211 -2.048  H18 0.929
18 H 1.309 0.267 -1.583  O17 0.929
19 H -0.117 2.401 0.530  O6 0.971
20 H 0.647 -1.643 1.972  C9 1.090
21 H -1.092 0.199 0.295  C5 1.093

***

Most stable structure: R